This record from the Open Molecules 2025 dataset describes a 13-piece molecular cluster, C22H70N8O22 overall in a non-equilibrium geometry. The level of theory is wB97M-V/def2-TZVPD.

Structure (XYZ):
```
122
Properties=species:S:1:pos:R:3:forces:R:3:mulliken_charge:R:1
C 13.81277 16.09379 16.96849 0.5 -2.9 0.3 -0.60
C 12.38554 15.64831 17.30929 0.5 -0.4 -0.3 0.12
O 12.34281 14.20693 17.38714 -0.3 0.6 -0.4 -0.49
O 14.25707 15.34360 15.78197 -0.5 0.5 1.4 -0.42
H 14.55433 15.70295 17.73955 -1.0 1.2 -0.5 0.24
H 13.76954 17.14984 16.81948 0.6 0.8 -0.1 0.43
H 11.76440 15.99144 16.46795 -0.1 -0.5 0.3 -0.28
H 11.97347 16.08102 18.22836 0.3 0.1 -0.1 0.49
H 12.55170 13.92757 18.27986 -0.1 0.1 0.3 0.29
H 14.20120 15.91408 15.02341 0.0 0.5 -0.9 0.20
C 7.33788 14.54722 16.20324 -0.8 -1.0 0.7 0.10
C 7.50467 15.87494 15.62117 0.9 1.4 -0.4 0.05
O 8.72108 16.41963 16.17961 0.1 1.0 -0.9 -0.48
O 6.97956 14.59521 17.60153 0.8 0.6 0.2 -0.61
H 8.26344 14.00025 15.98308 -0.1 -0.2 0.5 -0.08
H 6.50384 14.02763 15.68608 0.4 0.2 0.4 0.27
H 6.67515 16.51944 15.86940 -0.5 0.3 0.1 0.43
H 7.56347 15.80467 14.53098 0.1 0.0 0.0 -0.21
H 8.98746 17.23081 15.67569 -0.3 -1.2 0.7 0.22
H 7.46052 15.31180 18.10403 -0.5 -1.1 -1.3 0.35
C 15.70402 11.37975 7.43866 0.3 0.0 -0.3 -0.53
C 16.04528 12.88088 7.57942 1.2 -2.4 0.0 -0.53
O 14.94248 13.60201 7.89003 -2.5 1.1 0.9 -0.58
O 15.03553 10.77210 8.56028 0.3 0.5 -0.7 -0.40
H 16.67872 10.91887 7.22214 -0.3 -0.5 0.4 0.34
H 15.10813 11.25010 6.51984 0.0 0.1 0.4 0.30
H 16.53534 13.10108 6.63288 -0.6 0.7 -0.4 0.38
H 16.82220 13.10134 8.30284 0.4 -0.5 0.6 0.34
H 14.42998 13.10520 8.58346 0.7 0.3 -0.8 0.34
H 14.08346 10.60765 8.35817 0.7 0.6 0.3 0.25
C 14.77237 10.93635 12.67090 0.5 -1.4 -1.1 -0.54
C 13.72458 9.92331 13.16408 0.9 1.6 -1.1 -0.53
O 12.48906 10.57431 13.29821 -1.0 0.7 0.6 1.29
O 14.33069 11.46505 11.39362 0.9 -0.3 0.0 -0.23
H 15.76863 10.41122 12.68874 -0.7 0.5 -0.5 0.45
H 14.87224 11.74519 13.34423 0.0 0.9 0.9 0.09
H 14.07246 9.49383 14.08349 0.1 -0.5 0.5 0.37
H 13.63872 9.21647 12.33795 -0.2 -0.4 0.3 0.31
H 12.51330 11.33057 13.94606 0.0 -0.9 -0.7 -0.51
H 15.00650 11.48651 10.67105 -0.7 -0.4 1.1 0.07
C 13.12168 18.08421 13.52558 -1.1 1.4 -0.4 -0.41
C 11.66564 17.95945 12.93534 0.2 -0.2 -0.3 -0.18
O 10.74277 18.08764 14.01515 -0.6 0.6 0.1 -0.49
O 13.96587 17.07573 13.14551 1.1 -1.5 0.5 -0.60
H 13.10963 18.14238 14.62309 -0.4 -0.4 -0.2 0.24
H 13.56052 19.07156 13.25628 -0.4 -0.3 -0.2 0.26
H 11.40366 17.01845 12.39194 1.0 0.4 0.6 0.04
H 11.52644 18.72179 12.15442 -0.1 0.1 0.4 0.51
H 9.93445 18.50461 13.68086 0.3 -0.1 0.1 0.30
H 13.91332 16.92422 12.19482 -0.2 0.2 -0.4 0.31
C 10.91940 7.50588 12.42115 0.7 -0.6 1.0 -1.02
C 10.69530 8.47310 11.27111 1.4 1.2 1.9 -0.33
O 9.40027 8.88484 10.95646 -0.6 0.4 1.2 -0.67
O 10.59696 8.00181 13.75663 -0.1 0.2 -1.7 -0.46
H 11.98085 7.18100 12.42919 -0.1 0.7 -0.2 0.32
H 10.44091 6.55900 12.30658 -1.1 -0.5 -0.2 0.51
H 11.10623 8.03551 10.41518 0.7 -0.8 -1.4 0.72
H 11.36966 9.34714 11.53697 -0.7 -0.5 -0.4 0.16
H 9.12702 9.43578 11.73207 -0.3 -0.2 -0.6 0.29
H 10.54978 8.95425 13.58820 0.2 0.2 0.7 0.03
C 10.74182 8.28787 17.56144 1.0 -2.1 1.6 -0.88
C 11.86003 9.21734 17.40411 2.3 0.8 -1.7 -0.02
O 11.44634 10.52967 17.07481 -0.5 0.4 0.0 -0.38
O 9.88272 8.24897 16.49666 -1.1 -0.6 -2.0 -0.35
H 10.23373 8.57011 18.47962 -0.7 0.0 0.0 0.31
H 11.19856 7.27812 17.74463 -0.4 0.6 0.1 0.36
H 12.58374 8.86740 16.59976 -0.7 0.2 0.9 0.09
H 12.40290 9.37311 18.31837 0.4 -0.6 0.5 0.47
H 10.68878 10.41304 16.49155 0.0 0.2 -0.4 0.30
H 10.18401 7.63256 15.77149 -0.2 1.2 0.9 0.29
C 6.98981 15.19635 11.51827 1.1 0.9 0.6 -0.29
C 7.78479 13.94684 11.22758 0.7 0.1 0.5 0.38
O 7.63390 13.05479 12.31452 -0.5 -0.4 0.9 -0.43
O 5.71090 14.83515 11.90421 -1.0 -0.5 0.9 -0.59
H 6.93963 15.90704 10.67237 0.0 -0.5 0.3 0.39
H 7.46543 15.70266 12.38733 0.1 0.2 -0.5 -0.16
H 8.86747 14.12481 11.18614 -0.3 0.3 -1.0 -0.19
H 7.32446 13.48312 10.36319 0.4 -0.3 -0.4 0.30
H 8.45062 12.93169 12.81993 -0.2 -0.1 -0.5 0.09
H 5.84884 14.28941 12.71007 -0.3 0.2 -0.8 0.35
C 12.41830 14.14362 12.67173 -0.3 0.0 -2.3 0.67
C 11.50691 14.10041 13.84434 1.9 0.1 2.1 0.84
O 11.77649 12.90370 14.68928 -0.4 0.6 -0.4 0.87
O 12.02301 13.22583 11.62252 -0.1 -0.1 0.8 0.67
H 13.46950 13.97545 12.90274 0.0 0.0 0.4 0.16
H 12.35954 15.14818 12.18040 0.0 -0.7 0.5 -1.13
H 10.47631 14.20956 13.57461 -0.8 -0.7 -0.2 -0.45
H 11.70542 14.99706 14.44718 0.1 -0.2 0.1 -0.58
H 12.37103 13.08259 15.45823 -0.8 0.6 -0.8 -0.46
H 12.28164 12.30868 11.86394 0.1 0.6 -0.1 -0.70
C 13.60575 16.26212 9.65208 0.4 -1.2 -0.1 0.59
O 13.16918 17.07236 10.47228 -0.6 -0.1 0.0 -0.74
N 14.88263 16.38172 9.19966 -0.1 0.2 -0.1 -0.40
N 12.93201 15.14848 9.21810 0.0 1.4 0.8 -0.20
H 15.39815 17.07743 9.69630 0.3 0.2 0.1 0.25
H 15.36764 15.57586 8.85980 0.0 -0.3 -0.3 0.21
H 13.18188 14.55944 8.47033 0.8 -0.2 -0.9 0.37
H 11.99337 15.04417 9.49812 -0.9 0.0 0.6 0.06
C 8.54772 10.53175 14.28280 -0.6 0.0 -1.3 0.62
O 8.94473 10.69157 13.10590 0.0 -0.4 1.0 -0.66
N 9.15403 11.19494 15.29877 0.5 0.6 0.2 -0.10
N 7.41808 9.76999 14.53962 1.0 0.4 0.6 -0.51
H 9.88134 11.89288 15.06770 -0.4 -0.7 0.0 -0.43
H 8.84196 11.18776 16.25921 -0.3 -0.1 -0.3 0.25
H 7.31963 9.35568 15.46530 0.0 0.1 -0.6 0.22
H 7.06391 9.26004 13.74087 0.2 0.0 0.3 0.28
C 15.04363 11.27473 16.59109 2.2 -0.2 -1.5 0.51
O 15.14845 10.07701 16.54762 -1.1 -1.6 1.1 -0.64
N 14.23136 11.97629 17.41779 -0.4 -0.6 -0.3 -0.43
N 15.94916 11.89125 15.69858 -0.9 1.5 0.3 -0.32
H 13.36932 11.45502 17.44036 -0.7 0.1 0.6 0.15
H 14.09650 12.94739 17.23640 0.0 0.6 -0.4 0.27
H 16.85577 11.66053 16.01416 1.2 -0.7 -0.1 0.28
H 15.91649 12.88760 15.62520 -0.3 0.8 0.1 0.14
C 11.18815 11.06269 9.10990 0.5 -0.8 -1.0 0.12
O 12.34012 11.46969 8.94691 0.0 -0.3 -0.5 -0.33
N 10.26444 11.80115 9.75821 -0.5 1.3 1.8 -0.36
N 10.74870 9.89557 8.52396 -0.8 0.4 0.8 -0.48
H 10.78701 12.60106 10.10648 -0.2 0.3 0.0 0.21
H 9.89728 11.39385 10.62494 -0.4 -0.4 -0.7 0.36
H 9.88449 9.44837 8.89670 1.1 0.6 -0.3 0.29
H 11.54905 9.32450 8.40912 0.3 -1.0 -0.4 0.23
```
Forces are in eV/Å.

relative energy (zero: lowest compared OMol25 entry of this formula, charge and spin) = 25.0 kcal per mole
net charge = 0
HOMO = -9.470 eV

This record from the Open Molecules 2025 dataset describes C6H13NO2 as an isolated structure in a non-equilibrium geometry. The level of theory is wB97M-V/def2-TZVPD.

Structure (XYZ):
```
22
Properties=species:S:1:pos:R:3:forces:R:3:mulliken_charge:R:1
C 1.41552 -1.01478 -0.10963 0.1 -0.1 0.1 1.34
C -0.08134 -0.87155 -0.26497 -0.2 0.0 1.2 -0.65
C -0.48371 1.76913 0.75117 0.0 -0.6 -0.4 -0.45
C 2.21703 -0.98288 -1.38010 0.0 0.0 0.1 -1.46
C -1.89027 0.24798 -1.23055 0.0 0.0 0.2 -1.05
C -0.74929 1.20599 2.00039 0.0 -0.9 -0.2 -0.54
N -0.50840 0.28250 -0.76029 0.0 0.5 0.2 -0.36
O 1.99385 -0.40250 1.00686 -0.2 -0.4 -0.2 -0.35
O 1.85008 -1.88319 0.89290 0.0 0.5 -0.1 -0.38
H -0.59851 -1.80243 -0.51708 0.0 0.1 0.0 0.53
H -0.50128 -0.94276 1.15919 0.3 -0.1 -0.9 0.12
H -1.26231 2.30506 0.22718 0.1 0.0 0.0 0.34
H 0.53147 2.04932 0.50810 -0.1 0.0 0.0 0.23
H 1.91277 -1.80313 -2.03289 0.0 0.0 0.0 0.33
H 2.02468 -0.04259 -1.89658 0.0 0.0 0.0 0.32
H 3.27622 -1.07446 -1.14627 0.0 0.0 0.0 0.39
H -2.17583 1.23127 -1.60433 0.0 0.0 0.0 0.34
H -2.59704 -0.03930 -0.43912 0.0 0.0 0.0 0.35
H -1.99582 -0.47014 -2.05028 0.0 0.0 0.1 0.40
H -0.67774 -0.21206 1.75223 0.0 0.9 0.0 -0.08
H -1.75321 1.28126 2.40525 0.1 0.0 0.0 0.31
H 0.05314 1.16926 2.72882 0.0 0.1 0.0 0.31
```
Forces are in eV/Å.

relative energy (zero: lowest compared OMol25 entry of this formula, charge and spin) = 186.6 kcal per mole
net charge = 0
HOMO = -8.650 eV

This record from the Open Molecules 2025 dataset describes a 6-piece molecular cluster, C44H45B2Br2ClN4O28 overall in a non-equilibrium geometry. The level of theory is wB97M-V/def2-TZVPD.

Structure (XYZ):
```
126
Properties=species:S:1:pos:R:3:forces:R:3:mulliken_charge:R:1
C 3.12992 -2.22872 8.20225 -0.1 -0.1 0.0 -1.20
C 1.88404 -3.02642 7.80581 0.0 0.0 0.2 -0.59
N 1.05215 -2.37483 6.79129 0.4 0.7 -0.2 0.56
C 0.83277 -0.95891 7.04025 0.1 -0.2 0.1 -1.87
C -0.26828 -0.38952 6.17171 0.4 -0.4 0.0 -0.30
N -1.49001 -1.22800 6.12714 -0.7 1.0 0.6 1.22
B -2.09771 -1.60699 7.41190 0.0 -0.7 0.3 0.23
O -1.51350 -2.56522 8.19798 0.6 0.8 0.0 -0.46
O -3.29706 -1.05670 7.83151 -0.3 -0.4 -0.7 -0.34
C -4.32607 -2.08477 7.90894 0.3 -0.2 0.0 -0.83
C -2.44843 -0.69440 5.27623 0.7 -0.2 0.3 -2.47
N -2.68077 0.69950 5.24200 0.3 -0.2 -0.6 1.76
C -3.79462 1.20294 6.00536 -0.3 0.2 -0.2 -1.40
C -3.37233 1.94912 7.24870 -0.8 0.1 -0.3 0.56
O -2.37181 1.81902 7.83198 1.2 -0.2 0.7 -0.38
Cl -4.61994 3.08066 7.82701 -0.2 0.0 -0.1 -0.24
C -2.22589 1.53782 4.16024 0.0 -0.1 0.0 -0.93
Br -1.48554 3.22478 4.91364 -0.1 0.0 -0.1 -0.12
C -1.23554 0.92807 3.14227 0.5 0.8 -0.4 0.47
C 0.21008 1.41982 3.16362 0.1 -0.9 -0.3 -1.92
Br -1.91182 1.44830 1.35815 -0.1 -0.3 0.1 -0.03
N -3.12277 -1.50031 4.55139 -0.4 0.6 -0.4 1.20
B -4.26975 -1.07198 3.68175 -0.4 0.2 0.3 0.38
O -4.13004 -0.74760 2.37841 0.3 -0.7 0.1 -0.38
O -5.47385 -0.99596 4.28509 -0.1 0.1 0.1 -0.57
C -2.80354 -3.02249 4.51273 1.8 -2.3 -0.9 0.44
O -3.64908 -3.69860 5.07530 0.0 0.7 0.0 -0.68
O -1.76623 -3.27902 3.86660 -1.6 1.1 0.7 -0.57
C 1.46452 -2.66703 5.48515 0.2 -0.7 -0.1 0.80
C 1.19257 -4.07840 5.05323 0.0 -0.4 0.6 -1.35
O 1.99293 -1.86268 4.75144 -0.3 0.6 -0.2 -0.66
H 3.87526 -2.87494 8.65507 0.0 -0.2 0.1 0.41
H 3.60174 -1.76805 7.33904 0.0 0.1 -0.1 0.32
H 2.86750 -1.47061 8.93287 0.1 0.3 0.0 0.31
H 1.27430 -3.18908 8.69261 -0.1 -0.2 0.1 0.29
H 2.21120 -3.98464 7.41754 -0.2 -0.2 0.0 0.55
H 0.62597 -0.84024 8.10199 -0.2 0.0 0.1 0.55
H 1.71442 -0.34927 6.83356 0.2 0.1 0.0 0.56
H 0.12269 -0.37113 5.16209 0.0 0.1 -0.2 0.10
H -0.46824 0.62555 6.50888 -0.2 0.1 0.0 0.28
H -1.64529 -2.27617 9.10876 -0.2 -0.5 0.2 0.27
H -5.26600 -1.67955 7.55387 -0.1 0.3 0.2 0.28
H -4.07683 -2.91414 7.25012 0.0 -0.1 -0.1 0.32
H -4.40441 -2.48441 8.91396 -0.1 0.2 0.2 0.34
H -4.42027 1.84939 5.39232 0.0 0.2 -0.1 0.60
H -4.43497 0.38522 6.32073 -0.1 -0.1 0.2 0.60
H -3.08456 1.90815 3.61462 -0.1 0.2 0.0 0.94
H -1.18956 -0.15603 3.11802 -0.5 -0.2 0.3 0.07
H 0.76561 0.72822 2.53394 0.1 0.0 -0.1 0.50
H 0.65769 1.35380 4.14761 0.0 0.3 0.2 0.51
H 0.31962 2.39148 2.70528 0.0 0.3 0.3 0.55
H -3.32913 -1.13648 2.00280 0.1 0.3 -0.3 0.28
H -6.16447 -0.82576 3.63518 -0.1 0.1 0.1 0.31
H 2.10479 -4.66764 5.01609 0.2 0.1 -0.3 0.43
H 0.69717 -4.09042 4.09365 0.0 0.1 -0.2 -0.11
H 0.53808 -4.56599 5.76777 -0.2 0.0 0.0 0.43
C 0.37458 0.45706 -3.61125 0.0 0.0 -0.1 -0.73
C 0.28825 0.43664 -2.27439 -0.1 -0.1 -0.3 -0.12
C 1.30154 1.12759 -1.40120 0.4 0.3 0.0 1.16
O 1.14565 1.07826 -0.19550 -0.2 -0.2 0.0 -0.40
C 2.40512 1.81633 -2.04291 -0.1 0.0 0.1 -1.36
C 2.49620 1.83687 -3.38151 0.2 0.1 0.2 0.46
C 1.47061 1.16247 -4.25535 -0.3 -0.2 0.0 1.37
O 1.60552 1.23922 -5.46091 0.1 0.1 0.0 -0.55
O 3.47833 2.44198 -4.02766 -0.2 -0.1 -0.2 -0.55
O -0.69472 -0.18249 -1.63016 0.1 0.1 0.2 -0.57
H -0.34975 -0.03363 -4.24655 0.0 0.0 0.0 0.53
H 3.13392 2.29750 -1.40641 0.0 0.0 0.0 0.49
H 3.31145 2.30658 -4.98491 0.2 0.1 -0.1 0.17
H -0.53375 -0.04065 -0.67482 0.0 0.0 0.0 0.10
C -5.16369 3.69343 -1.56439 0.1 -0.1 0.1 -1.23
C -5.58674 4.66193 -2.38848 -0.1 -0.1 0.3 0.38
C -4.78789 5.08831 -3.59167 0.4 -0.1 -0.2 1.09
O -5.25195 5.96225 -4.29815 -0.2 0.1 0.1 -0.61
C -3.51276 4.43842 -3.83902 -0.1 0.1 -0.1 -0.85
C -3.08957 3.47245 -3.01325 0.1 0.1 -0.3 0.14
C -3.90035 3.03110 -1.82518 -0.3 0.1 0.2 1.03
O -3.44650 2.13606 -1.13664 0.2 -0.1 -0.1 -0.50
O -1.93788 2.83389 -3.17602 -0.1 -0.1 0.2 -0.44
O -6.72755 5.31230 -2.21282 0.0 0.1 -0.2 -0.58
H -5.72921 3.37858 -0.69905 0.0 0.0 0.0 0.45
H -2.94010 4.76198 -4.69647 0.0 0.0 0.0 0.46
H -1.88335 2.18360 -2.44835 0.0 -0.1 0.0 0.28
H -6.78909 5.95269 -2.94781 0.0 0.0 0.0 0.36
C 0.75035 -4.52054 0.99545 0.1 0.0 0.2 -0.64
C 0.47275 -4.20219 -0.27304 0.1 0.1 0.3 -0.18
C 0.38256 -5.24246 -1.35440 0.1 -0.4 0.0 0.97
O 0.10739 -4.87133 -2.48024 0.0 0.2 0.0 -0.63
C 0.63484 -6.62899 -0.99846 0.0 0.1 -0.1 -1.05
C 0.91760 -6.94858 0.27195 -0.1 -0.1 -0.3 0.25
C 0.97944 -5.90744 1.35597 -0.1 0.5 0.1 1.09
O 1.22223 -6.27046 2.48985 0.1 -0.4 0.0 -0.62
O 1.15955 -8.19026 0.67021 0.0 0.1 0.2 -0.59
O 0.26016 -2.95163 -0.66485 -0.1 0.1 -0.2 -0.29
H 0.81394 -3.77828 1.77923 0.0 0.0 0.0 0.63
H 0.58467 -7.36786 -1.78545 0.0 0.0 0.0 0.43
H 1.32862 -8.13582 1.63049 0.0 0.0 0.0 0.37
H 0.06607 -2.98428 -1.62050 0.0 0.0 0.0 0.30
C 5.78887 5.22718 -9.27439 0.0 0.2 -0.1 -0.84
C 5.63455 4.14449 -8.50118 0.2 0.0 -0.2 0.37
C 4.54246 4.05509 -7.47232 -0.3 0.4 0.2 0.80
O 4.46762 3.02033 -6.82775 0.0 0.0 0.0 -0.50
C 3.65240 5.18370 -7.30206 0.0 -0.2 0.1 -0.97
C 3.80701 6.27004 -8.07303 -0.2 -0.1 0.2 0.28
C 4.88483 6.35376 -9.12249 0.3 -0.3 -0.2 1.01
O 4.94546 7.36713 -9.79062 -0.2 0.2 0.1 -0.62
O 3.03481 7.33942 -7.97457 0.1 0.1 -0.1 -0.58
O 6.41897 3.07781 -8.58163 -0.2 0.0 0.1 -0.63
H 6.56822 5.30265 -10.01900 0.0 0.0 0.0 0.44
H 2.88158 5.11113 -6.54762 0.0 0.0 0.0 0.51
H 3.36024 7.97107 -8.64523 0.0 0.0 0.0 0.36
H 6.08889 2.44169 -7.91668 0.0 0.0 0.0 0.35
C 1.86220 -0.14116 -10.19737 -0.1 -0.1 -0.1 -0.96
C 2.58944 0.45098 -9.24114 -0.2 0.2 -0.3 0.34
C 3.30643 -0.33683 -8.18196 0.0 -0.4 0.1 1.15
O 3.95964 0.29295 -7.37308 0.1 0.0 0.0 -0.53
C 3.17450 -1.78241 -8.18591 0.1 0.1 0.1 -1.13
C 2.44356 -2.37691 -9.13855 0.2 -0.1 0.3 0.33
C 1.74921 -1.58888 -10.21788 -0.1 0.4 -0.1 1.08
O 1.12063 -2.20780 -11.05560 0.0 -0.2 0.1 -0.63
O 2.27682 -3.69071 -9.20749 -0.1 0.0 -0.1 -0.58
O 2.73981 1.76453 -9.14218 0.1 0.0 0.1 -0.58
H 1.34487 0.41662 -10.96485 0.0 0.0 0.0 0.45
H 3.67975 -2.33808 -7.40881 0.0 0.0 0.0 0.45
H 1.71095 -3.84959 -9.98725 0.0 0.0 0.0 0.36
H 3.30308 1.90251 -8.35220 0.0 0.0 0.1 0.23
```
Forces are in eV/Å.

net charge = 0
HOMO = -9.056 eV